Computed, not measured: a 2-piece molecular cluster, C26H37N4 overall in a non-equilibrium geometry, with ωB97M-V with the def2-TZVPD basis set.

Structure (XYZ):
```
67
Properties=species:S:1:pos:R:3:mulliken_charge:R:1
H 6.04 4.48 -0.84 0.3240
H 4.71 1.12 -2.38 0.4973
H -1.29 1.93 3.42 0.4075
H -3.93 -5.23 -1.23 0.3592
H -3.61 1.60 4.71 0.3282
H -4.52 -2.97 -1.80 0.3158
H -1.88 -0.55 -1.66 -0.6497
C -2.02 -4.51 -1.89 -1.1151
H 2.29 0.65 -2.60 0.4095
H -3.90 4.28 3.82 0.2947
C 1.73 1.63 -0.73 0.5172
C 3.58 2.85 0.33 -0.4650
C -3.22 -4.45 -0.92 -0.5306
H 0.56 1.52 1.88 0.7061
C -1.50 1.94 2.35 -0.4438
H 0.12 0.53 -1.62 0.3317
H 6.25 0.36 -0.42 0.3431
H 7.59 3.63 -0.62 0.3267
C 4.02 1.48 -1.61 -0.4105
H 0.79 -4.77 -2.23 0.2913
C -0.44 1.71 1.49 -0.9767
N -0.84 -3.72 -1.49 0.2567
C -0.85 -2.37 -1.39 0.0112
H 2.35 -4.15 -0.47 0.3713
C 6.74 1.27 -0.07 -0.9286
C -4.40 3.77 2.99 -0.9244
H -4.00 2.40 0.10 0.4922
C 4.53 2.26 -0.53 0.0138
C 1.45 -2.30 -1.05 -0.7751
C 1.36 -3.68 -0.46 -0.7760
C -2.81 2.19 1.89 -0.1056
H -4.06 0.45 3.42 0.2656
N 0.17 -1.64 -1.06 -0.0791
H -4.29 4.38 2.08 0.3154
C -4.22 1.47 3.80 -0.9568
H -2.36 -4.20 -2.89 0.3706
C 6.56 3.71 -0.24 -0.9978
N -3.86 2.44 2.78 0.1760
C -3.99 -3.12 -0.85 -0.8682
C 2.67 1.21 -1.73 -0.6979
H -5.28 1.59 4.07 0.3310
H 1.03 -3.67 0.59 0.3057
H 7.72 1.38 -0.55 0.2870
H -3.81 -1.03 -0.44 0.2397
N 5.90 2.42 -0.36 0.1710
C 2.23 2.53 0.26 -0.7448
H -2.63 -2.02 0.42 0.3532
H -2.85 -4.74 0.08 0.2774
H 2.15 -1.67 -0.50 0.3192
H 1.80 -2.34 -2.10 0.2630
C -3.14 -1.90 -0.54 -0.3312
H 3.90 3.55 1.10 0.4058
H -2.54 -1.89 -2.64 0.5646
H -4.76 -3.23 -0.07 0.3602
H -1.69 -5.56 -1.97 0.4827
C -3.00 2.19 0.48 -0.3959
C 0.39 1.20 -0.80 -0.1791
C -0.66 1.61 0.08 0.7033
H -2.18 1.75 -1.46 0.4555
H 6.90 1.19 1.02 0.2934
C -1.98 1.85 -0.39 -0.6174
H 0.09 -5.43 -0.74 0.4702
C 0.36 -4.49 -1.26 -0.6427
H 1.54 2.96 0.98 0.7972
H 6.62 4.05 0.80 0.3497
H -5.47 3.70 3.25 0.3025
C -2.14 -1.62 -1.65 0.1545
```

Values from the calculation:
DFT total energy ... -33515.297 eV
ΔE to the lowest compared entry with this formula, charge and spin ... 76.1 kJ/mol
Charge ... +1
Molecular weight ... 405.61 Da
Highest occupied orbital energy ... -10.48 eV
Kohn-Sham gap ... 5.8 eV
Spin multiplicity ... 1

Computed, not measured: one molecule with the formula C26H37N5O in a non-equilibrium geometry, with ωB97M-V with the def2-TZVPD basis set.

Structure (XYZ):
```
69
Properties=species:S:1:pos:R:3:mulliken_charge:R:1
H 4.71 2.67 0.36 0.3725
N -0.86 1.86 0.24 0.7145
N -0.35 -1.97 -1.88 0.3765
H 1.01 -1.20 3.27 0.3536
C -0.67 -3.45 0.06 -1.4874
H 0.29 4.53 -2.24 0.3761
C -1.82 -0.17 -2.89 -0.6185
C 3.77 2.78 -0.16 -2.0233
H 0.12 -3.01 0.65 0.1355
H 0.58 -0.96 -0.29 -0.5899
C 0.74 -1.17 -1.35 0.1702
N -0.66 2.84 -0.66 -1.3511
H 0.81 -0.21 -1.87 0.4261
C -0.97 -1.43 -3.08 -0.9051
H 5.11 0.31 -0.35 0.2624
C -4.70 0.31 0.83 1.1034
H 2.23 -2.16 -2.57 0.1213
H 2.07 -2.84 -0.94 0.4390
H 4.97 1.31 1.88 0.5131
H 1.57 4.97 -1.10 0.2970
H -6.11 -1.30 0.75 0.3263
H -1.70 -1.58 -0.27 0.1061
H 2.53 -0.49 3.84 0.4440
H 3.91 2.48 -1.20 0.2896
C -3.82 -1.36 2.50 -2.1111
H 3.29 -0.20 -1.46 0.2719
H -3.04 2.69 -0.94 0.4034
H -1.51 -0.09 1.90 0.9225
H -4.23 -2.22 1.98 0.3778
H -2.20 0.16 -3.85 0.5195
C 4.89 -0.35 0.49 -0.4866
C -4.48 1.36 -0.05 -1.2241
H -6.79 0.28 0.38 0.3788
N 3.18 -1.11 -1.03 -0.0409
C -2.14 1.35 0.46 1.2006
C -3.62 -0.22 1.54 1.2950
H -6.40 -0.15 2.05 0.3357
H -2.14 -2.88 -1.40 0.6067
H -0.16 -1.22 -3.79 0.3356
C 2.68 1.97 0.47 0.7775
C 1.81 0.25 1.96 0.5319
H -1.43 -3.84 0.74 0.4717
H -2.88 -1.64 2.96 0.3956
O 3.73 -2.44 0.70 -0.6704
H -2.66 -0.37 -2.23 0.1099
C 2.91 0.93 1.37 0.6191
C 3.89 -1.41 0.08 0.2892
C 0.62 3.10 -0.73 0.6220
C -6.08 -0.24 1.01 -1.5257
C 4.31 0.46 1.67 -1.7633
C -3.21 1.88 -0.24 -0.7789
N 0.55 0.51 1.67 -0.3432
C 0.33 1.46 0.76 -0.1196
H 5.81 -0.84 0.81 0.5264
C 1.13 4.15 -1.66 -1.4482
H -5.31 1.77 -0.60 0.3147
H 4.31 -0.18 2.55 0.3809
H 2.54 -1.68 2.52 0.3357
H -1.23 0.64 -2.46 0.0099
C 1.99 -0.85 2.96 -1.7666
H 1.88 3.74 -2.33 0.3285
C -2.35 0.31 1.35 -1.3201
C -1.30 -2.42 -0.87 -0.1471
C 1.34 2.24 0.15 0.7512
H -1.59 -2.22 -3.51 0.4632
H 3.49 3.83 -0.16 0.5170
C 2.08 -1.91 -1.52 -1.0141
H -0.26 -4.27 -0.52 0.3743
H -4.52 -1.08 3.28 0.4419
```

Values from the calculation:
DFT total energy ... -37062.178 eV
ΔE to the lowest compared entry with this formula, charge and spin ... 7.9 kJ/mol
Molecular weight ... 435.62 Da
Highest occupied orbital energy ... -7.82 eV
SMILES ... CCN(CC)CCNC(=O)CCc1c(C)nc2c(c(C)nn2-c2ccc(C)c(C)c2)c1C
Kohn-Sham gap ... 8.3 eV
Spin multiplicity ... 1

Computed, not measured: one molecule with the formula C26H37NO2, with ωB97M-V with the def2-TZVPD basis set.

Structure (XYZ):
```
66
Properties=species:S:1:pos:R:3:mulliken_charge:R:1
C 0.56 -2.02 -1.16 -0.0309
H -3.28 0.45 -1.33 0.4194
H -2.47 -0.47 2.68 0.2124
H 1.49 0.27 0.66 -0.8950
C -3.99 -1.47 -0.64 -0.8749
H 4.73 2.17 -0.17 0.4157
C 3.68 1.95 -0.03 -0.9535
C 2.38 -2.75 0.23 -0.6637
H -0.40 1.10 2.97 0.1505
C 0.20 0.21 3.16 -0.8586
H -3.71 -3.26 -1.81 0.3696
H -0.24 1.79 -0.91 -0.6347
C 0.65 3.73 -0.89 -0.1636
C -3.71 1.86 1.11 -1.0441
C -4.11 0.70 0.62 -0.5377
H 3.35 2.65 -2.02 0.5584
C 1.05 -2.81 -0.12 -0.5109
C -1.67 3.23 -1.61 -0.8540
H 1.23 1.92 1.25 0.2541
H 0.09 2.46 -2.51 0.6057
H 3.99 1.06 1.82 0.4095
H -0.38 -0.76 1.33 -0.8480
H 0.14 0.00 4.23 0.4246
H -5.05 0.27 0.94 0.4251
H -5.00 -1.33 -1.04 0.4983
H 2.08 1.57 -1.40 -0.6692
H 0.17 4.64 -0.56 0.4050
O -1.75 -3.48 -0.09 -0.6341
C 2.76 2.39 -1.14 0.4375
H 2.77 -3.35 1.04 0.4520
C 1.66 0.49 2.80 -1.1604
C 1.84 1.02 1.38 1.5348
H 3.46 -0.51 -2.05 0.2207
H -1.82 -1.57 3.90 0.5042
H 2.06 1.23 3.50 0.4333
C -1.84 -2.68 -0.99 0.5068
H -3.05 -1.80 -2.57 0.3326
C -2.44 2.54 0.70 1.1499
H -1.00 -1.36 -2.29 0.2126
H 2.24 -0.43 2.92 0.3800
H -2.33 -0.25 -0.03 -0.8685
C -1.80 -1.31 2.84 -1.5282
N -0.79 -2.00 -1.53 0.0140
H -2.17 -2.16 2.27 0.3026
H 2.53 4.39 -0.28 0.3481
C 2.78 -1.15 -1.51 -0.3819
H -3.56 3.62 -0.83 0.4094
H -4.07 -2.01 0.30 0.3526
H -1.61 1.83 0.70 -1.2005
C 1.44 -1.20 -1.85 -0.1797
H 1.08 -0.59 -2.67 0.3093
H 0.26 -1.85 2.56 0.4299
H 5.04 -1.21 -0.57 0.3034
C -3.35 -0.11 -0.39 1.1622
C 3.26 -1.91 -0.45 0.4712
C -0.38 -0.98 2.40 1.0883
C -3.18 -2.32 -1.62 -0.9585
C -0.27 2.71 -1.51 0.5373
H -2.20 3.33 1.43 0.5549
H 0.38 -3.46 0.41 0.5611
H -1.91 3.74 -2.53 0.4407
C 1.95 3.59 -0.73 -0.9454
C 3.27 1.35 1.07 -0.4385
O 4.56 -1.87 -0.05 -0.5907
C -2.59 3.17 -0.65 -0.5838
H -4.33 2.38 1.83 0.4117
```

Values from the calculation:
DFT total energy ... -33146.622 eV
ΔE to the lowest compared entry with this formula, charge and spin ... 11.9 kJ/mol
Molecular weight ... 395.59 Da
Highest occupied orbital energy ... -8.06 eV
SMILES ... CCCCC/C=C\C/C=C\C/C=C\C/C=C\CCCC(=O)Nc1ccc(O)cc1
Kohn-Sham gap ... 8.7 eV
Spin multiplicity ... 1